The following is a DFT calculation (ωB97M-V/def2-TZVPD) of an isolated ion of composition C5H6ClN2O2 and charge +1 at a distorted geometry.

## Properties
* E: -913.89963 Ha
* LUMO energy: -6.63 eV
* gap between HOMO and LUMO: 0.325 hartree
* net charge: +1
* energy relative to the best compared isomer or geometry (same formula, charge and spin): 0.413 eV

Last column: Löwdin charge in e.
CARTESIAN COORDINATES (ANGSTROEM)
C 2.534 -1.401 0.043  0.035
O 2.001 -0.060 -0.154  0.027
C 0.693 0.119 -0.116  -0.243
N -0.084 -0.825 0.386  0.190
N -1.327 -0.654 0.619  -0.225
O -1.873 -1.303 1.443  0.191
C -2.075 0.431 -0.150  -0.517
Cl -3.590 0.843 0.709  0.742
C -1.194 1.631 -0.319  0.008
C 0.154 1.449 -0.346  0.074
H 1.745 -1.997 0.571  0.107
H 3.430 -1.186 0.636  0.115
H 2.799 -1.755 -0.953  0.110
H -2.445 0.024 -1.106  0.149
H -1.636 2.522 -0.531  0.097
H 0.868 2.160 -0.732  0.140

Cartesian forces (eV/Å) of the 2 atoms listed first:
-0.2434 -0.0325 0.7099
-2.7594 0.6266 -0.7285

The following is a DFT calculation (ωB97M-V/def2-TZVPD) of C5H6ClNO as an isolated structure at a distorted geometry.

## Properties
* E: -784.19328 Ha
* LUMO energy: 0.92 eV
* gap between HOMO and LUMO: 0.359 hartree
* energy relative to the best compared isomer or geometry (same formula, charge and spin): 3.496 eV

Last column: Löwdin charge in e.
CARTESIAN COORDINATES (ANGSTROEM)
C -1.334 -0.137 0.933  -0.127
C -1.481 -1.166 -0.179  -0.066
C -0.183 0.484 1.128  0.050
C -0.533 -1.344 -1.077  -0.115
C 1.161 0.020 -0.213  -0.856
N 1.539 1.279 -0.613  0.054
O 0.752 -0.811 -1.131  -0.044
Cl 2.560 -0.709 0.765  0.559
H -2.037 -0.168 1.746  0.086
H -2.450 -1.647 -0.396  0.111
H 0.242 1.255 1.711  0.065
H -0.817 -1.665 -2.083  0.130
H 2.353 1.718 -0.260  0.069
H 1.624 1.242 -1.598  0.083

Cartesian forces (eV/Å) of the 2 atoms listed first:
0.7312 -1.7843 0.4362
-0.2116 1.4016 1.2315

Q: The highest E belongs to which entry?
A: C5H6ClNO

Q: Among the records above, which one has the highest LUMO energy?
A: C5H6ClNO

Copy entry 1 word for word.
The following is a DFT calculation (ωB97M-V/def2-TZVPD) of an isolated ion of composition C5H6ClN2O2 and charge +1 at a distorted geometry.

## Properties
* E: -913.89963 Ha
* LUMO energy: -6.63 eV
* gap between HOMO and LUMO: 0.325 hartree
* net charge: +1
* energy relative to the best compared isomer or geometry (same formula, charge and spin): 0.413 eV

Last column: Löwdin charge in e.
CARTESIAN COORDINATES (ANGSTROEM)
C 2.534 -1.401 0.043  0.035
O 2.001 -0.060 -0.154  0.027
C 0.693 0.119 -0.116  -0.243
N -0.084 -0.825 0.386  0.190
N -1.327 -0.654 0.619  -0.225
O -1.873 -1.303 1.443  0.191
C -2.075 0.431 -0.150  -0.517
Cl -3.590 0.843 0.709  0.742
C -1.194 1.631 -0.319  0.008
C 0.154 1.449 -0.346  0.074
H 1.745 -1.997 0.571  0.107
H 3.430 -1.186 0.636  0.115
H 2.799 -1.755 -0.953  0.110
H -2.445 0.024 -1.106  0.149
H -1.636 2.522 -0.531  0.097
H 0.868 2.160 -0.732  0.140

Cartesian forces (eV/Å) of the 2 atoms listed first:
-0.2434 -0.0325 0.7099
-2.7594 0.6266 -0.7285

Q: Among the records above, which one has the lowest E?
A: C5H6ClN2O2